{
  "formula": "C46H60N7O2PTl",
  "method": "wB97M-V/def2-TZVPD",
  "symbols": ["Tl", "N", "C", "C", "C", "C", "N", "C", "N", "N", "C", "O", "O", "H", "H", "H", "H", "H", "H", "H", "H", "H", "H", "H", "H", "H", "H", "C", "C", "C", "C", "C", "C", "P", "C", "C", "C", "C", "C", "C", "C", "C", "C", "C", "C", "C", "C", "C", "C", "C", "H", "H", "H", "H", "H", "H", "H", "H", "H", "H", "H", "H", "H", "H", "H", "H", "C", "C", "N", "C", "C", "N", "C", "C", "H", "H", "H", "H", "H", "H", "H", "H", "H", "H", "H", "H", "C", "C", "C", "C", "C", "C", "C", "C", "N", "C", "C", "C", "C", "H", "H", "H", "H", "H", "H", "H", "H", "H", "H", "H", "H", "H", "H", "H", "H", "H", "H"],
  "xyz": [[0.102, 0.246, -0.315], [2.801, 0.310, 0.730], [3.435, 1.530, 0.223], [4.951, 1.460, 0.256], [5.655, 2.585, -0.474], [5.199, 3.961, -0.012], [5.350, 4.102, 1.432], [4.352, 4.547, 2.280], [4.576, 4.208, 3.616], [3.312, 5.234, 1.991], [2.990, 1.771, -1.239], [3.117, 2.943, -1.642], [2.568, 0.763, -1.859], [3.179, 0.019, 1.626], [2.990, -0.415, 0.044], [3.078, 2.371, 0.822], [5.242, 0.517, -0.217], [5.292, 1.389, 1.297], [5.463, 2.509, -1.547], [6.738, 2.475, -0.334], [4.152, 4.082, -0.290], [5.784, 4.725, -0.534], [6.082, 3.552, 1.849], [5.017, 3.314, 3.764], [3.742, 4.323, 4.168], [3.273, 5.448, 1.003], [1.031, 4.961, 2.353], [-7.423, -0.349, -0.018], [-7.077, 0.128, 1.237], [-5.756, 0.086, 1.669], [-4.748, -0.425, 0.854], [-5.118, -0.906, -0.405], [-6.435, -0.879, -0.838], [-2.924, -0.470, 1.233], [-2.916, 0.496, 2.804], [-3.167, 1.869, 2.735], [-3.154, 2.656, 3.875], [-2.861, 2.086, 5.110], [-2.584, 0.731, 5.188], [-2.612, -0.059, 4.042], [-2.753, -2.165, 1.899], [-3.796, -2.850, 2.466], [-3.598, -4.144, 2.991], [-2.367, -4.729, 2.919], [-1.270, -4.058, 2.321], [-0.005, -4.685, 2.204], [1.024, -4.011, 1.615], [0.841, -2.688, 1.142], [-0.353, -1.997, 1.216], [-1.437, -2.734, 1.815], [-8.452, -0.311, -0.354], [-7.840, 0.535, 1.891], [-5.518, 0.446, 2.662], [-4.354, -1.311, -1.061], [-6.688, -1.258, -1.821], [-3.365, 2.321, 1.770], [-3.357, 3.719, 3.801], [-2.838, 2.701, 6.001], [-2.339, 0.283, 6.144], [-2.390, -1.117, 4.114], [-4.781, -2.401, 2.516], [-4.428, -4.671, 3.448], [-2.214, -5.728, 3.313], [0.125, -5.695, 2.577], [1.991, -4.493, 1.507], [1.711, -2.207, 0.694], [-1.726, -0.779, -3.226], [-2.120, -1.604, -4.483], [-1.556, -2.955, -4.398], [-0.091, -2.847, -4.334], [0.335, -1.981, -3.115], [-0.860, -1.583, -2.368], [-1.566, -2.786, -1.924], [-2.041, -3.590, -3.167], [-2.602, -0.485, -2.642], [-1.186, 0.132, -3.492], [-1.746, -1.138, -5.397], [-3.206, -1.693, -4.577], [0.257, -2.412, -5.273], [0.316, -3.859, -4.268], [0.873, -1.078, -3.411], [0.986, -2.536, -2.436], [-2.398, -2.486, -1.284], [-0.884, -3.362, -1.299], [-3.132, -3.634, -3.221], [-1.671, -4.617, -3.141], [0.271, 5.787, 4.979], [0.280, 4.486, 4.237], [0.483, 3.311, 4.828], [0.425, 2.052, 4.077], [0.722, 0.760, 4.791], [0.088, 2.047, 2.782], [-0.182, 3.264, 2.012], [0.088, 4.574, 2.748], [-0.549, 3.104, 0.800], [-0.864, 4.164, -0.171], [-1.074, 3.457, -1.512], [-2.180, 4.892, 0.161], [0.300, 5.150, -0.352], [0.633, 5.668, 5.999], [-0.746, 6.194, 5.021], [0.891, 6.530, 4.471], [0.662, 3.266, 5.898], [0.688, 0.883, 5.875], [1.719, 0.398, 4.526], [0.012, -0.017, 4.502], [-0.028, 1.095, 2.271], [-0.653, 5.334, 2.516], [-1.809, 2.655, -1.402], [-0.137, 3.021, -1.866], [-1.433, 4.167, -2.262], [-3.032, 4.233, -0.023], [-2.287, 5.766, -0.485], [-2.242, 5.230, 1.193], [1.235, 4.606, -0.510], [0.420, 5.825, 0.492], [0.112, 5.761, -1.237]],
  "mulliken_charge": [1.064, 0.039, 1.120, -0.920, -1.136, -0.214, -0.124, 0.651, -0.678, -0.704, 0.470, -0.809, -0.818, 0.119, 0.268, -0.630, 0.304, 0.423, 0.446, 0.419, -0.149, 0.247, 0.260, 0.245, 0.285, 0.201, -0.113, -0.471, -0.748, -0.207, -0.305, -0.138, -0.742, 1.398, 0.455, -0.127, -0.615, -0.688, -0.583, -0.738, 0.272, -0.301, -0.987, -0.777, 0.891, -1.083, -0.908, -0.071, -0.289, -0.146, 0.362, 0.407, 0.390, 0.267, 0.411, 0.397, 0.414, 0.353, 0.357, 0.352, 0.441, 0.389, 0.355, 0.329, 0.406, -0.065, -0.276, -0.817, -0.200, -0.798, -0.607, 0.265, 0.196, -0.981, 0.141, 0.439, 0.277, 0.314, 0.333, 0.268, 0.459, 0.372, -0.544, 0.427, 0.335, 0.350, -1.939, 0.312, -1.166, 0.406, -1.633, 1.309, 0.679, 0.227, 0.852, 1.434, -1.674, -1.714, -1.576, 0.450, 0.331, 0.358, 0.271, 0.413, 0.340, 0.101, -1.051, 0.458, 0.185, 0.162, 0.556, 0.310, 0.485, 0.205, 0.124, 0.371, 0.541],
  "max_force_ha_per_bohr": 0.0117,
  "charge": -1,
  "homo_energy_ev": -4.052,
  "multiplicity": 1,
  "energy_ha": -2836.51986,
  "relative_energy_kcal_mol": 0.0,
  "lumo_ev": 2.4
}